[1]
C25H28F5FeO3 | ωB97M-V/def2-TZVPD

The geometry in XYZ format:
```
62
Properties=species:S:1:pos:R:3:forces:R:3
O -2.626554 -1.929988 -1.161774 -0.1 -2.7 -0.4
C -2.679578 -2.463528 0.191498 2.1 0.5 -0.1
C -2.697233 -3.961786 -0.244802 -0.1 0.9 -0.1
H -3.562682 -2.172200 0.752589 0.1 0.3 0.2
H -1.691752 -2.031680 0.539568 -1.4 -1.0 0.8
C -2.434062 -3.349745 -1.655914 0.9 0.3 -0.9
H -3.688910 -4.394287 -0.129737 -0.2 0.0 -0.1
H -1.977283 -4.684176 0.211489 -0.2 0.9 -0.6
C -3.429623 -3.432791 -2.811126 -0.4 -0.1 -0.4
H -4.459055 -3.214603 -2.478010 0.4 -0.1 0.1
H -3.480698 -4.380228 -3.371853 0.3 0.1 0.3
H -3.181476 -2.626464 -3.536913 0.0 -0.5 0.5
C -0.956232 -3.671419 -2.088551 0.4 -0.1 0.4
H -0.255425 -3.513277 -1.237264 -0.6 0.2 -0.4
H -0.575686 -3.082675 -2.922576 -0.3 0.4 0.0
H -0.728324 -4.718208 -2.411053 -0.9 0.5 0.4
Fe 1.619071 0.219676 0.389289 0.8 -0.9 0.3
C 3.074394 -1.678408 1.185565 -0.8 -0.2 0.3
C 2.849686 -0.774428 2.262501 -0.6 -0.6 0.1
C 1.435408 -0.705147 2.511631 0.5 -1.4 -0.4
H 3.627671 -0.337064 2.888602 -0.3 0.2 -0.5
C 0.793137 -1.651613 1.626059 0.7 0.4 0.0
C 1.805227 -2.198058 0.762854 0.0 -0.1 1.2
H 1.636796 -2.976096 0.006296 0.2 0.6 0.3
H 4.044211 -2.019905 0.818681 -0.4 0.4 0.0
H 0.944189 -0.153589 3.301168 0.1 0.1 -0.1
H -0.253909 -1.965593 1.689257 0.6 0.4 -0.2
C 3.388955 0.406166 -1.995756 -0.8 -0.2 -0.1
C 2.677072 -0.819957 -2.044619 -0.7 0.5 -0.1
C 1.294501 -0.550323 -1.779304 0.0 1.1 -0.7
H 3.096642 -1.810581 -2.259776 -0.2 0.5 0.2
C 1.157241 0.894155 -1.582936 0.8 -0.5 -0.7
C 2.487762 1.455369 -1.667845 -0.5 -1.0 -0.9
H 2.736286 2.511649 -1.649417 -0.1 -0.2 0.3
H 4.442121 0.504883 -2.233461 -0.1 0.1 0.3
H 0.436268 -1.225437 -1.894197 0.6 0.3 0.3
H 0.225825 1.457434 -1.457790 0.4 -0.3 -0.1
O -2.640243 0.983777 -0.308796 -2.8 0.5 -0.1
C -4.048764 0.526511 -0.566426 0.8 -0.7 0.1
C -5.048735 1.417515 0.182062 0.3 -0.3 0.0
H -4.150696 -0.497030 -0.152074 0.3 0.6 -0.5
H -4.283155 0.472243 -1.658505 0.7 0.1 0.8
C -4.180242 2.375665 1.030470 -0.5 0.1 -0.7
H -5.667890 0.768145 0.814323 0.0 0.3 -0.1
H -5.712752 1.912217 -0.538546 0.2 0.2 0.4
C -2.717589 1.949269 0.754982 0.1 -0.2 0.6
H -4.399173 2.282525 2.103046 0.0 0.2 -0.4
H -4.417996 3.400361 0.691013 0.4 -0.3 0.4
H -2.369719 1.453458 1.692647 0.3 0.5 -0.7
H -2.115145 2.839090 0.497895 0.1 -0.6 0.2
F 5.912528 5.518819 2.117366 0.1 0.0 0.0
C 4.919570 4.650884 1.840151 -0.4 0.0 -0.1
C 5.214279 3.361647 1.386272 0.2 0.7 0.1
F 6.503563 3.009411 1.160258 -0.6 0.2 0.2
C 4.188506 2.481080 1.136555 -0.2 -0.5 -0.2
F 4.511887 1.243430 0.660350 -0.2 1.0 0.6
C 2.827180 2.830386 1.358296 -0.7 -0.9 -0.3
O 1.861208 1.961339 1.206175 0.6 1.6 0.5
C 2.555400 4.176396 1.747179 0.2 -0.9 -0.2
F 1.264350 4.549405 1.907106 0.6 0.0 0.0
C 3.586384 5.061565 1.993723 0.4 -0.2 0.1
F 3.313265 6.315813 2.422107 0.2 -0.3 -0.2
```
Positions in Å, forces in eV/Å.

Values from the calculation:
**Charge**: -1
**LUMO energy (alpha / beta)**: 2.531 / 2.530 eV
**Largest force on an atom**: 2.80 eV/A
**Kohn-Sham gap (alpha / beta)**: 6.34 / 6.58 eV
**HOMO (alpha / beta)**: -0.140 / -0.149 Ha
**Spin multiplicity**: 5

---

[2]
C25H28F5GaO2 | ωB97M-V/def2-TZVPD

The geometry in XYZ format:
```
61
Properties=species:S:1:pos:R:3:forces:R:3
O 1.649379 4.178528 -1.515709 0.7 1.0 -0.8
C 2.541699 4.051113 -2.663146 -0.1 -0.4 0.0
C 2.943149 5.527353 -2.643894 -0.4 -0.4 0.4
H 1.975160 3.744609 -3.551771 0.2 -0.1 0.2
H 3.362483 3.354768 -2.450195 -0.2 0.0 -0.1
C 1.954769 5.606637 -1.445439 0.1 0.6 -0.1
H 2.638582 6.085569 -3.529894 0.2 0.0 0.2
H 3.990537 5.694550 -2.382415 -0.2 0.1 -0.1
C 0.704459 6.420440 -1.719514 0.0 0.0 0.1
H 0.255849 6.135766 -2.677067 0.1 0.0 0.2
H 0.935240 7.491493 -1.742641 0.0 -0.1 0.0
H -0.024156 6.251562 -0.919353 0.0 0.0 -0.1
C 2.599899 5.975276 -0.123566 -0.1 0.0 0.1
H 3.476699 5.350343 0.079360 -0.2 0.1 0.0
H 1.872801 5.866266 0.688141 0.2 -0.1 0.0
H 2.919354 7.023119 -0.137787 0.0 -0.1 -0.1
Ga -0.928993 -2.113566 0.651924 0.5 0.6 1.3
C 0.431912 -3.197664 3.599405 0.6 -0.3 -0.9
C 0.560867 -3.858914 2.370002 -0.1 0.6 0.6
C 1.096458 -2.917461 1.398494 -1.1 0.6 -0.1
H 0.367975 -4.908437 2.168131 -0.2 0.3 0.1
C 1.425044 -1.710229 2.145959 -0.4 0.0 1.0
C 0.975476 -1.880848 3.467025 0.5 0.0 -0.9
H 1.061136 -1.151746 4.270569 -0.1 -0.1 -0.3
H 0.048611 -3.630771 4.521103 0.0 0.1 -0.3
H 1.527464 -3.191429 0.431715 0.1 0.0 0.4
H 1.993625 -0.875186 1.737950 -0.3 -0.1 0.2
C -3.377745 -2.329793 2.807058 -0.4 0.6 -1.3
C -2.635241 -1.313341 3.488356 0.0 0.8 -0.6
C -2.228478 -0.349358 2.565283 0.0 -0.6 0.6
H -2.480409 -1.284772 4.566371 0.1 0.0 -0.4
C -2.625677 -0.797832 1.227028 0.9 -0.9 0.0
C -3.448443 -1.991959 1.445025 -0.1 -0.2 1.2
H -4.040308 -2.479205 0.671974 0.3 0.0 0.2
H -3.862873 -3.178761 3.283352 0.2 0.2 -0.2
H -1.780964 0.622654 2.777387 0.1 -0.5 0.0
H -2.709826 -0.144266 0.357283 -0.2 -0.1 0.3
O -0.036338 -0.314994 -0.525703 0.1 -0.3 -0.3
C 0.174691 0.942314 0.192067 -0.5 -0.2 0.2
C 1.341131 1.612634 -0.484125 0.4 -0.3 0.3
H 0.360730 0.728108 1.255656 -0.2 -0.1 -0.4
H -0.747222 1.536486 0.104170 0.2 -0.2 0.0
C 1.339752 1.044603 -1.905179 -0.4 0.5 -0.1
H 2.271852 1.323073 0.020132 -0.1 0.1 -0.1
H 1.239374 2.692024 -0.455558 0.1 -0.3 0.0
C 0.860261 -0.371060 -1.686806 0.0 -0.5 0.2
H 2.322448 1.103409 -2.386635 -0.2 -0.1 0.1
H 0.619502 1.590321 -2.531157 0.2 -0.1 0.1
H 1.701791 -1.030615 -1.429947 -0.2 0.0 -0.1
H 0.301574 -0.789822 -2.534217 0.1 0.1 0.4
F -2.021424 -4.970460 1.853759 0.2 -0.1 -1.1
C -1.987071 -4.934470 0.489982 -0.3 -0.2 0.5
C -1.586042 -3.788224 -0.181647 -0.4 -0.2 -0.9
C -1.796460 -3.783107 -1.550132 -0.3 -0.4 -0.2
F -1.534078 -2.639881 -2.254303 0.0 -0.5 0.3
C -2.341495 -4.865720 -2.244924 0.1 0.3 -0.2
F -2.576430 -4.785559 -3.570533 0.1 -0.1 0.6
C -2.662170 -6.027009 -1.547141 0.0 -0.2 -0.2
F -3.153753 -7.101376 -2.195248 0.3 0.6 0.3
C -2.474153 -6.066330 -0.171171 0.1 0.1 0.4
F -2.781977 -7.178852 0.522157 0.0 0.5 -0.4
```
Positions in Å, forces in eV/Å.

Values from the calculation:
**Charge**: 0
**LUMO energy**: 0.249 eV
**Largest force on an atom**: 1.52 eV/A
**Kohn-Sham gap**: 7.77 eV
**HOMO**: -0.276 Ha

---

[3]
C25H28F5O2SYb | ωB97M-V/def2-TZVPD

The geometry in XYZ format:
```
62
Properties=species:S:1:pos:R:3:forces:R:3
O -0.837796 1.367000 -1.492168 1.8 0.4 0.2
C 0.358514 1.621328 -2.310946 -0.8 -0.6 -0.6
C -0.068993 3.061272 -2.693167 -0.6 -1.7 1.1
H 0.317281 0.899869 -3.144458 0.4 0.8 0.6
H 1.274053 1.517535 -1.723376 -0.2 -0.2 -0.5
C -1.451316 2.580510 -2.009910 0.6 -0.3 -0.5
H -0.016986 3.240627 -3.774972 -0.2 0.4 0.5
H 0.445759 3.777451 -2.024508 -0.4 0.0 -0.8
C -2.499618 1.988326 -2.992934 -0.1 0.5 0.2
H -2.032424 1.248772 -3.686063 0.0 0.7 0.6
H -2.935585 2.788169 -3.600602 -0.3 -0.2 0.1
H -3.274140 1.406361 -2.436122 0.5 0.7 -0.3
C -1.854406 3.498684 -0.849814 -0.4 -0.1 0.0
H -0.967712 3.840240 -0.271742 -0.4 -0.1 -0.8
H -2.445692 2.955440 -0.098169 -0.1 0.2 -0.5
H -2.419936 4.372548 -1.216698 0.2 -0.3 0.2
Yb 0.790602 -0.414134 0.921064 -2.3 1.8 3.3
C 1.273756 1.781839 2.631968 0.7 0.0 -0.1
C 2.529055 1.154376 2.372884 -0.6 -0.4 -0.3
C 2.761860 1.210990 0.953432 0.1 0.5 0.2
H 3.266465 0.873826 3.134365 -0.7 -0.7 -0.5
C 1.798031 2.134302 0.423563 -0.5 0.0 -0.1
C 0.850533 2.420281 1.444847 0.4 0.1 -0.7
H 0.022950 3.137487 1.364947 0.4 -0.7 0.0
H 0.751916 1.881078 3.583853 0.4 -0.2 -0.3
H 3.520667 0.669491 0.370036 0.2 0.8 0.5
H 1.878624 2.703096 -0.522963 -0.2 -0.8 0.8
C -1.422916 -0.389248 3.076787 -0.3 0.0 -0.7
C -1.839294 0.814432 2.419847 0.0 -0.9 0.2
C -2.191688 0.479470 1.097214 0.2 0.2 0.2
H -2.005290 1.780329 2.906779 0.4 -0.3 -0.3
C -2.010532 -0.915821 0.905080 0.4 -0.3 -0.1
C -1.607317 -1.476218 2.152385 0.7 0.4 0.2
H -1.590998 -2.542094 2.411741 0.3 0.6 -0.2
H -1.151593 -0.476513 4.133876 -0.1 0.0 -0.5
H -2.695362 1.134250 0.396578 0.4 -0.2 0.0
H -2.247807 -1.456422 -0.013651 -0.1 0.1 0.4
O 0.740314 -0.889100 -3.835597 0.3 -0.3 -1.9
C 0.032520 -0.565466 -5.079476 -0.8 0.6 0.7
C 0.554266 -1.414702 -6.264993 0.3 -0.2 0.6
H 0.186496 0.522239 -5.243575 -0.2 -0.6 0.0
H -1.046214 -0.737580 -4.845857 0.6 0.1 -0.5
C 1.540830 -2.402959 -5.566339 0.3 0.2 0.0
H 1.084721 -0.786928 -7.000402 -0.2 -0.2 0.4
H -0.232512 -1.941755 -6.826742 0.1 0.3 0.5
C 1.371600 -2.148299 -4.023754 0.0 -0.5 -0.6
H 2.557387 -2.165917 -5.938482 -0.4 -0.2 0.6
H 1.364755 -3.458849 -5.825414 -0.1 0.4 0.2
H 2.358661 -2.120748 -3.529726 -0.5 -0.2 0.0
H 0.691708 -2.903114 -3.578565 0.6 0.0 -0.2
F -0.497229 -3.320956 8.006471 0.3 0.0 -0.6
C 0.027991 -3.086293 6.788008 0.0 0.2 0.0
C 0.580768 -1.827775 6.503424 -0.1 0.1 0.1
F 0.591347 -0.849503 7.442263 -0.1 -0.8 -0.5
C 1.084389 -1.563227 5.236544 0.2 0.1 -1.0
F 1.538440 -0.294005 4.964508 -0.4 -1.4 0.4
C 1.088567 -2.543158 4.201659 -1.1 0.2 1.9
S 1.748767 -2.315965 2.643850 0.9 0.5 -1.8
C 0.506242 -3.789604 4.537124 0.3 0.7 -0.5
F 0.403210 -4.708784 3.559644 0.0 0.1 0.6
C -0.002496 -4.072436 5.796279 -0.1 0.0 0.2
F -0.547164 -5.284045 6.040189 0.3 0.7 0.0
```
Positions in Å, forces in eV/Å.

Values from the calculation:
**Charge**: 0
**LUMO energy (alpha / beta)**: -1.166 / -1.848 eV
**Largest force on an atom**: 4.38 eV/A
**Kohn-Sham gap (alpha / beta)**: 6.28 / 5.63 eV
**HOMO (alpha / beta)**: -0.274 / -0.275 Ha
**Spin multiplicity**: 2

---

> What is the charge in the third record?

0

---

> largest force on an atom of number 2 (C25H28F5GaO2)?

1.52 eV/A

---

> Which of these has the highest largest force on an atom?

C25H28F5O2SYb